1.
Formula: C3H4HgO4
Source: the OMol25 dataset
Level of theory: the ωB97M-V functional and the def2-TZVPD basis

Calculated values
Energy above the lowest of the compared OMol25 structures with the same formula, charge and spin ... 51.7 kcal per mole
Kohn-Sham gap (spin up / spin down) ... 5.8 / 4.0 eV
HOMO level (spin up / spin down) ... -2.501 / -2.497 eV
LUMO level (spin up / spin down) ... 0.1210 / 0.0555 Eh
Maximum force ... 7.83 eV/Å
E ... -15537.83581 eV

```
! RIJCOSX wB97M-V def2-TZVPD def2/J DEFGRID3
* xyz -1 2
O -1.1625 0.0915 -2.2141
O -1.0340 -1.5646 0.7286
C -0.0121 -0.9072 1.3381
C 0.1112 0.5686 0.9636
O -0.7283 0.8451 -0.1749
C -0.2967 0.4667 -1.3654
H -0.0579 -0.9406 2.4586
H 0.9993 -1.3227 1.0791
H 1.1494 0.8052 0.6843
H -0.2065 1.2161 1.7945
O 0.9038 0.6625 -1.7261
Hg 0.3344 0.0795 -3.5664
*
```

=====

2.
Formula: C3H4HoO3
Source: the OMol25 dataset
Level of theory: the ωB97M-V functional and the def2-TZVPD basis

Calculated values
Energy above the lowest of the compared OMol25 structures with the same formula, charge and spin ... 0.0 kcal per mole
Kohn-Sham gap (spin up / spin down) ... 6.8 / 8.8 eV
HOMO level (spin up / spin down) ... -16.796 / -19.011 eV
LUMO level (spin up / spin down) ... -0.3682 / -0.3762 Eh
Maximum force ... 4.01 eV/Å
E ... -35095.94662 eV

```
! RIJCOSX wB97M-V def2-TZVPD def2/J DEFGRID3
* xyz 2 6
H 0.6978 1.9734 -0.1420
O -0.6510 -0.0775 -0.8539
Ho -1.7779 -2.1618 -1.9666
C -0.8737 0.8634 -0.0687
C 0.2069 1.4501 0.7551
H -1.9090 0.9931 0.2934
H 0.4505 0.7674 1.5830
H -0.1890 2.3093 1.3194
O 0.6421 -2.6958 -0.9605
C 1.3714 -1.9841 -0.3740
O 2.0319 -1.4376 0.4150
*
```

=====

3.
Formula: C3H4I2
Source: the OMol25 dataset
Level of theory: the ωB97M-V functional and the def2-TZVPD basis

Calculated values
Energy above the lowest of the compared OMol25 structures with the same formula, charge and spin ... 88.9 kcal per mole
Kohn-Sham gap ... 8.2 eV
HOMO level ... -8.823 eV
LUMO level ... -0.0234 Eh
Maximum force ... 5.36 eV/Å
E ... -19372.11704 eV

```
! RIJCOSX wB97M-V def2-TZVPD def2/J DEFGRID3
* xyz 0 1
C -1.8132 -0.3781 -1.1365
C 1.2380 0.8502 0.3884
C 2.2597 0.5233 1.1295
I -3.2761 0.5170 0.3110
I -0.1168 -1.3106 -0.1582
H -1.4563 0.4667 -1.7820
H -2.3363 -1.2742 -1.5505
H 2.8858 1.2133 1.5400
H 2.6151 -0.6076 1.2583
*
```

=====

4.
Formula: C3H4I4
Source: the OMol25 dataset
Level of theory: the ωB97M-V functional and the def2-TZVPD basis

Calculated values
Energy above the lowest of the compared OMol25 structures with the same formula, charge and spin ... 64.9 kcal per mole
Kohn-Sham gap (spin up / spin down) ... 7.5 / 6.2 eV
HOMO level (spin up / spin down) ... -8.384 / -7.789 eV
LUMO level (spin up / spin down) ... -0.0316 / -0.0570 Eh
Maximum force ... 0.95 eV/Å
E ... -35574.66744 eV

```
! RIJCOSX wB97M-V def2-TZVPD def2/J DEFGRID3
* xyz 0 1
C 0.6269 -1.0208 -1.3719
C 0.9369 -0.5962 -0.0089
C -1.2364 1.0805 1.2654
I 2.2435 0.9529 0.3672
I -0.5383 2.1602 2.9351
I -1.5362 2.2648 -0.4783
I -2.8113 -0.2955 1.6431
H 0.2253 -0.1893 -1.9607
H 1.5352 -1.3491 -1.8873
H -0.0857 -1.8414 -1.3582
H 0.6401 -1.1662 0.8545
*
```

=====

5.
Formula: C3H4IN
Source: the OMol25 dataset
Level of theory: the ωB97M-V functional and the def2-TZVPD basis

Calculated values
Energy above the lowest of the compared OMol25 structures with the same formula, charge and spin ... 72.1 kcal per mole
Kohn-Sham gap ... 10.4 eV
HOMO level ... -9.873 eV
LUMO level ... 0.0197 Eh
Maximum force ... 1.78 eV/Å
E ... -12762.39286 eV

```
! RIJCOSX wB97M-V def2-TZVPD def2/J DEFGRID3
* xyz 0 1
C -0.0056 0.4637 -0.3276
C -0.3218 -0.6680 -0.3621
C -1.3499 -0.8086 2.6612
N -2.2056 -0.0187 2.5284
I 3.1529 -0.5114 -2.9083
H 0.4836 1.3343 -0.0489
H 3.7450 0.9179 -3.5282
H -0.7501 -1.5717 -0.6326
H -2.7487 0.8626 2.6181
*
```

=====

6.
Formula: C3H4IN2S
Source: the OMol25 dataset
Level of theory: the ωB97M-V functional and the def2-TZVPD basis

Calculated values
Energy above the lowest of the compared OMol25 structures with the same formula, charge and spin ... 0.0 kcal per mole
Kohn-Sham gap ... 9.1 eV
HOMO level ... -13.863 eV
LUMO level ... -0.1734 Eh
Maximum force ... 3.57 eV/Å
E ... -25083.43086 eV

```
! RIJCOSX wB97M-V def2-TZVPD def2/J DEFGRID3
* xyz 1 1
C 0.4209 -1.0137 0.3606
C 1.4388 -1.1407 -0.5070
C 0.1042 0.9702 -0.8414
N -0.2797 0.1673 0.1651
N -1.2141 0.4433 1.0966
S 1.4884 0.1737 -1.6872
I -0.9906 2.5328 -1.3573
H 0.2360 -1.7237 1.1648
H 2.2294 -1.8562 -0.6415
H -2.0997 -0.0127 1.1069
H -1.3336 1.4598 1.1404
*
```

=====

7.
Formula: C3H4IN3
Source: the OMol25 dataset
Level of theory: the ωB97M-V functional and the def2-TZVPD basis

Calculated values
Energy above the lowest of the compared OMol25 structures with the same formula, charge and spin ... 78.4 kcal per mole
Kohn-Sham gap (spin up / spin down) ... 7.1 / 5.4 eV
HOMO level (spin up / spin down) ... -8.414 / -8.580 eV
LUMO level (spin up / spin down) ... -0.0475 / -0.1178 Eh
Maximum force ... 3.42 eV/Å
E ... -15742.85796 eV

```
! RIJCOSX wB97M-V def2-TZVPD def2/J DEFGRID3
* xyz 0 1
C -1.1265 0.8812 -0.7386
C 0.0458 -0.0274 0.8313
C 0.7762 -0.0901 -0.2976
N -0.9893 0.7955 0.5275
N -0.0525 0.3133 -1.3854
N 0.2003 -0.2816 2.1532
I 2.0625 -2.6972 -2.6894
H -1.9979 1.3606 -1.2528
H -0.0504 0.1215 -2.3649
H 0.8795 -0.9072 2.4477
H 0.2523 0.5314 2.7691
*
```

=====

8.
Formula: C3H4INO
Source: the OMol25 dataset
Level of theory: the ωB97M-V functional and the def2-TZVPD basis

Calculated values
Energy above the lowest of the compared OMol25 structures with the same formula, charge and spin ... 33.7 kcal per mole
Kohn-Sham gap ... 9.0 eV
HOMO level ... -9.787 eV
LUMO level ... -0.0295 Eh
Maximum force ... 2.25 eV/Å
E ... -14811.95195 eV

```
! RIJCOSX wB97M-V def2-TZVPD def2/J DEFGRID3
* xyz 0 1
C 0.3733 -3.8827 -0.1647
C 0.7125 -0.1316 0.4953
C 0.5094 -0.4689 -0.8100
N 0.5373 -4.2585 -1.2956
O 0.2703 -3.6400 0.9535
I -0.5943 -3.6424 -2.7986
H 1.1379 -0.6724 1.4037
H 0.4863 0.8365 0.7946
H 0.7327 -1.3819 -1.3168
H 0.0076 0.1865 -1.5310
*
```

=====

9.
Formula: C3H4INOS
Source: the OMol25 dataset
Level of theory: the ωB97M-V functional and the def2-TZVPD basis

Calculated values
Energy above the lowest of the compared OMol25 structures with the same formula, charge and spin ... 0.0 kcal per mole
Kohn-Sham gap ... 9.2 eV
HOMO level ... -9.161 eV
LUMO level ... 0.0027 Eh
SMILES string ... O=C1CS[C@H](I)N1
Maximum force ... 3.96 eV/Å
E ... -25649.03182 eV

```
! RIJCOSX wB97M-V def2-TZVPD def2/J DEFGRID3
* xyz 0 1
O -1.5178 1.6471 0.4401
C -0.8002 0.7337 0.3338
C -0.9577 -0.6045 0.9924
S 0.1864 -1.7611 0.0504
C 1.0494 -0.3374 -0.8440
I 3.0373 0.1444 0.0547
N 0.1182 0.6947 -0.6884
H -0.9513 -0.5497 2.0569
H -1.8525 -1.0567 0.6022
H 1.4361 -0.5082 -1.8397
H 0.2523 1.5976 -1.1582
*
```

=====

10.
Formula: C3H4INOS
Source: the OMol25 dataset
Level of theory: the ωB97M-V functional and the def2-TZVPD basis

Calculated values
Energy above the lowest of the compared OMol25 structures with the same formula, charge and spin ... 38.4 kcal per mole
Kohn-Sham gap ... 8.4 eV
HOMO level ... -9.061 eV
LUMO level ... -0.0239 Eh
SMILES string ... C[C@@H](C#N)OSI
Maximum force ... 3.29 eV/Å
E ... -25647.36672 eV

```
! RIJCOSX wB97M-V def2-TZVPD def2/J DEFGRID3
* xyz 0 1
C 0.4198 0.0273 -0.2171
C -0.9382 0.7134 -0.4422
C -0.5276 2.0681 -0.1407
N -0.2878 3.1784 0.1044
O -1.3163 0.3965 -1.8178
S -2.7721 0.8632 -2.4590
I -4.3126 -0.1894 -1.0410
H 1.0869 0.3701 -1.0146
H 0.9049 0.0601 0.7426
H 0.5916 -1.0557 -0.2368
H -1.6717 0.2937 0.1928
*
```

=====

11.
Formula: C3H4IO2
Source: the OMol25 dataset
Level of theory: the ωB97M-V functional and the def2-TZVPD basis

Calculated values
Energy above the lowest of the compared OMol25 structures with the same formula, charge and spin ... 38.1 kcal per mole
Kohn-Sham gap ... 5.3 eV
HOMO level ... -1.873 eV
LUMO level ... 0.1266 Eh
Maximum force ... 3.54 eV/Å
E ... -15371.04037 eV

```
! RIJCOSX wB97M-V def2-TZVPD def2/J DEFGRID3
* xyz -1 1
C 0.4015 2.1231 -0.7332
C -0.8446 -0.9038 0.3551
C 0.6299 -0.4977 0.3744
O -0.6962 2.0509 -0.4126
O 1.5389 2.2400 -1.0215
I 1.8962 -1.4699 -1.0676
H -1.3480 -0.1408 0.9376
H -1.4261 -0.6574 -0.6848
H -1.0946 -1.8975 0.8039
H 0.9430 -0.8470 1.4486
*
```

=====

12.
Formula: C3H4InO4
Source: the OMol25 dataset
Level of theory: the ωB97M-V functional and the def2-TZVPD basis

Calculated values
Energy above the lowest of the compared OMol25 structures with the same formula, charge and spin ... 100.8 kcal per mole
Kohn-Sham gap (spin up / spin down) ... 3.8 / 4.0 eV
HOMO level (spin up / spin down) ... -18.753 / -18.769 eV
LUMO level (spin up / spin down) ... -0.5511 / -0.5419 Eh
Maximum force ... 6.57 eV/Å
E ... -16513.00826 eV

```
! RIJCOSX wB97M-V def2-TZVPD def2/J DEFGRID3
* xyz 2 2
O -0.5545 1.0130 0.4518
C -1.7783 0.6743 -0.2082
C -2.3138 -0.6240 0.3817
O -1.4783 -1.6739 0.1525
C 0.5248 0.2960 0.1630
O 0.8228 0.0094 -1.0408
In 2.6312 0.1263 -0.5069
H -1.5719 0.5487 -1.2770
H -2.4781 1.4993 -0.0289
H -3.3373 -0.8371 0.0183
H -2.3757 -0.5328 1.4904
O 1.4777 0.4040 1.0130
*
```